--- a ---
12
Properties=species:S:1:pos:R:3:lowdin_charge:R:1 method="wB97M-V/def2-TZVPD" total_charge=-1 homo_energy_ev=-2.948
C -1.329 0.580 -0.891 -0.0349
C -0.887 -0.137 0.397 -0.5906
O -1.541 -0.077 1.436 0.0014
N 0.252 -0.882 0.331 -0.0019
C 1.623 -0.186 0.671 -0.4465
O 2.393 0.020 -0.484 -0.4007
H -2.282 0.072 -1.166 0.0679
H -1.624 1.628 -0.671 0.0666
H -0.581 0.640 -1.744 0.0857
H 0.525 -1.353 -0.541 0.0988
H 2.087 -0.988 1.352 0.0761
H 1.363 0.683 1.310 0.0782

--- b ---
12
Properties=species:S:1:pos:R:3:lowdin_charge:R:1 method="wB97M-V/def2-TZVPD" total_charge=-1 homo_energy_ev=-4.233
C -1.205 -1.863 -2.365 -0.0976
C -0.639 -1.057 -1.444 -0.3473
N -1.085 -0.414 -0.355 0.0766
H -2.269 -2.044 -2.491 0.0101
H -0.633 -2.059 -3.261 0.0031
H 0.433 -0.921 -1.611 0.1032
H -2.030 -0.613 -0.063 0.0906
H -0.531 0.300 0.137 0.0325
O -0.037 1.552 1.269 -0.1623
C 1.206 1.372 1.353 -0.6751
O 1.882 0.359 1.595 -0.1170
H 1.788 2.315 1.173 0.0832

--- c ---
12
Properties=species:S:1:pos:R:3:lowdin_charge:R:1 method="wB97M-V/def2-TZVPD" total_charge=-1 homo_energy_ev=-3.759
C -1.785 -1.161 -0.842 -0.2115
C 0.515 -0.856 -0.418 -0.0443
N -0.485 -1.667 -0.531 -0.1304
H -1.762 -0.510 -1.792 0.0845
H -2.427 -2.028 -1.185 0.0604
H -2.190 -0.603 0.050 0.0823
H 1.457 -1.273 -0.659 0.0460
H 0.515 0.164 0.021 0.0499
O 2.582 2.591 1.263 -0.1054
C 1.571 1.952 1.431 -0.7925
O 1.280 0.855 1.899 -0.1332
H 0.730 2.536 0.764 0.0941

Relative energies, unit kcal/mol: a 32.5; b 0.0; c 35.0

--- a ---
22
Properties=species:S:1:pos:R:3:lowdin_charge:R:1 method="wB97M-V/def2-TZVPD" total_charge=-1 homo_energy_ev=-4.748
C -2.211 0.840 -1.989 -0.0968
C -1.184 0.260 -1.030 -0.4570
C -0.278 1.303 -0.355 -0.1484
C -0.280 1.237 1.196 -0.3296
O 0.996 0.934 1.687 -0.2025
N -0.432 -0.851 -1.696 0.0287
H -2.919 1.503 -1.487 0.0692
H -2.779 0.032 -2.416 0.0538
H -1.692 1.372 -2.784 0.0677
H -1.742 -0.237 -0.232 0.1157
H -0.489 2.328 -0.685 0.0977
H 0.757 1.131 -0.632 0.0997
H -1.008 0.486 1.533 0.0982
H -0.542 2.216 1.608 0.0896
H -0.198 -1.502 -0.948 0.0559
H 0.487 -0.471 -1.888 0.0509
H 2.554 -2.221 1.360 -0.0373
H 4.116 -2.154 1.647 -0.0168
O 3.412 -2.796 1.523 -0.1929
H 1.067 -0.166 1.594 -0.0145
H 1.119 -1.740 2.464 -0.0159
O 1.246 -1.504 1.534 -0.3157

--- b ---
22
Properties=species:S:1:pos:R:3:lowdin_charge:R:1 method="wB97M-V/def2-TZVPD" total_charge=-1 homo_energy_ev=-3.498
C -0.640 -1.503 -0.085 -0.3170
N -0.195 -1.670 1.296 -0.0719
C -0.320 -0.224 1.941 -0.3867
O 0.680 0.525 1.370 -0.3455
C 0.311 -1.377 -1.248 -0.2453
C 1.472 -0.277 -1.355 -0.0801
H -1.298 -0.621 -0.156 0.0855
H -1.183 -2.398 -0.381 0.0824
H 0.818 -1.888 1.293 0.0831
H 0.146 -0.342 3.034 0.1035
H -1.360 0.040 1.877 0.0762
H 0.614 -2.417 -1.537 0.0888
H -0.265 -1.217 -2.166 0.0835
H 1.636 -0.033 -0.340 0.0172
H 1.224 0.517 -2.014 0.0480
H 2.259 -0.863 -1.758 0.0329
H -1.040 1.620 -0.617 -0.0232
H -2.382 2.406 -0.290 0.0260
O -1.973 1.670 -0.743 -0.0684
H 0.341 1.909 0.827 -0.0049
H 1.026 3.247 0.543 0.0026
O 0.129 2.897 0.508 -0.1865

--- c ---
22
Properties=species:S:1:pos:R:3:lowdin_charge:R:1 method="wB97M-V/def2-TZVPD" total_charge=-1 homo_energy_ev=-3.716
C 1.433 -1.567 -1.447 -0.1741
N 1.011 -1.229 -0.089 -0.1200
C -1.249 -1.472 -0.003 -0.1195
C -0.238 -0.338 0.112 -0.3876
C -0.595 0.887 -0.680 -0.3728
O -0.160 2.039 -0.013 -0.3585
H 2.071 -0.856 -1.971 0.0455
H 2.009 -2.603 -1.296 0.1015
H 0.647 -1.550 -2.214 0.0582
H 1.708 -0.888 0.578 0.0881
H -2.277 -1.247 0.387 0.0745
H -1.018 -2.323 0.632 0.0546
H -1.221 -1.820 -1.059 0.0702
H -0.073 0.025 1.197 0.1424
H -1.789 0.715 -0.801 0.1341
H -0.153 0.786 -1.632 0.0731
H 2.116 2.756 0.773 0.0767
H 0.984 1.490 0.969 -0.0014
O 1.999 1.747 1.082 -0.2452
H -1.827 1.707 2.608 -0.0783
H -1.358 2.060 1.107 0.0033
O -2.022 1.682 1.759 -0.0648

Relative energies, unit kcal/mol: a 0.0; b 35.5; c 58.6

--- a ---
50
Properties=species:S:1:pos:R:3:lowdin_charge:R:1 method="wB97M-V/def2-TZVPD" total_charge=+1 homo_energy_ev=-13.095
C -2.882 -2.851 0.966 -0.0973
C -1.949 -1.680 0.917 -0.2714
C -2.035 -0.762 2.142 -0.1855
N 0.308 -1.425 3.651 0.1734
C 0.171 -0.297 2.988 -0.1802
N -0.889 0.078 2.303 0.0606
H -3.894 -2.505 0.749 0.0874
H -2.628 -3.813 0.578 0.0714
H -2.979 -2.983 2.085 0.0737
H -2.135 -1.194 -0.057 0.0536
H -0.832 -1.980 0.840 0.1344
H -2.245 -1.507 3.014 0.1395
H -2.899 -0.097 2.050 0.1319
H 1.219 -1.508 4.078 0.1265
H -0.307 -2.227 3.546 0.1287
H 0.984 0.462 3.097 0.1516
H -0.723 1.050 1.904 0.1230
H 1.573 -0.648 -1.432 0.0669
H 2.826 -0.059 -2.006 0.0292
O 1.949 -0.337 -2.267 -0.0718
H 1.083 2.264 -3.395 0.0893
H 0.567 0.914 -2.824 0.0275
O 0.735 1.843 -2.606 -0.0507
H -2.591 0.511 -1.075 0.0256
H -3.016 2.067 -0.979 0.0611
O -2.631 1.306 -0.540 -0.0437
H 2.268 1.573 1.137 0.0329
H 3.358 1.815 2.123 0.0945
O 2.768 1.099 1.827 -0.0796
H -1.160 3.908 -2.216 0.0622
H -0.891 2.499 -2.041 0.0214
O -1.443 3.200 -1.622 -0.0880
H -1.393 -1.032 -2.621 -0.0019
H -2.757 -1.833 -2.669 0.0657
O -2.154 -1.338 -2.118 -0.0396
H 1.793 1.857 -1.087 0.0280
H 3.010 2.711 -1.085 0.0931
O 2.642 1.945 -0.613 -0.0850
H 2.406 -2.319 1.138 0.0461
H 2.543 -0.760 1.278 0.0027
O 2.042 -1.551 1.573 -0.0730
H -1.217 1.812 0.194 0.0038
H -0.423 3.151 0.594 0.0620
O -0.410 2.194 0.632 -0.0801
H 0.797 -0.555 -4.125 0.0554
H 0.161 -1.825 -3.598 0.0735
O -0.024 -0.895 -3.764 -0.0577
H 4.041 -0.783 -0.700 0.0809
H 3.740 0.609 0.316 0.0326
O 3.524 -0.104 -0.279 -0.1049

--- b ---
50
Properties=species:S:1:pos:R:3:lowdin_charge:R:1 method="wB97M-V/def2-TZVPD" total_charge=+1 homo_energy_ev=-10.880
C 2.470 1.611 2.261 -0.0751
C 1.399 2.733 2.296 -0.1785
C 0.789 2.807 0.933 -0.2706
C 1.190 3.518 -0.123 -0.1396
N 0.723 3.505 -1.420 0.0733
N -0.393 1.929 0.719 0.2194
H 3.421 2.105 2.066 0.0795
H 2.379 0.988 1.370 0.0573
H 2.396 0.918 3.091 0.0664
H 0.614 2.501 3.019 0.0998
H 1.778 3.705 2.583 0.1129
H 2.092 4.111 -0.031 0.1324
H -0.172 3.102 -1.726 0.0506
H 0.995 4.299 -1.959 0.0849
H -0.940 2.135 -0.126 0.1009
H 0.063 1.023 0.493 0.1245
H -0.954 1.793 1.564 0.1035
H -3.867 -2.176 -0.913 0.0801
H -4.432 -1.170 -0.039 0.0601
O -3.629 -1.328 -0.514 -0.0241
H 4.037 -2.269 0.288 0.0588
H 2.765 -2.452 -0.597 0.0066
O 3.186 -2.710 0.239 -0.0616
H -2.103 0.641 3.312 0.0569
H -2.183 2.136 3.790 0.0592
O -2.253 1.546 3.038 -0.0322
H 1.079 -1.884 -2.688 0.0288
H 1.310 -1.073 -1.348 0.0573
O 1.378 -1.941 -1.754 -0.0619
H -1.381 -0.379 -2.526 0.0318
H -2.643 -0.305 -1.650 0.0123
O -2.135 0.186 -2.327 -0.0540
H -2.167 -4.466 0.851 0.0407
H -0.825 -3.718 0.550 -0.0236
O -1.759 -3.600 0.796 -0.0731
H -0.203 -1.194 0.722 0.0453
H -1.594 -1.122 0.423 0.0326
O -0.804 -0.585 0.250 -0.0605
H 0.219 -1.872 -4.557 0.0796
H 0.950 -0.521 -4.706 0.0739
O 0.468 -1.068 -4.089 -0.0185
H -2.555 3.447 -1.734 0.0802
H -2.183 1.910 -2.020 0.0286
O -1.928 2.740 -1.567 -0.0711
H 1.281 -2.534 2.242 0.0353
H 2.578 -1.869 2.093 0.0135
O 1.671 -1.653 2.307 -0.0639
H 0.950 -3.450 -0.733 0.0107
H 1.569 -4.558 0.207 0.0633
O 0.766 -4.085 -0.024 -0.0530

Relative energies, unit kcal/mol: a 34.1; b 0.0